Record 1
ORCA calculation (ωB97M-V with the def2-TZVPD basis set) on a cluster of 2 separate species, C9H20BrN in total in a non-equilibrium geometry.

Geometry (Å):
Br1 3.26290 1.08398 2.44574
C1 -1.23857 2.93887 2.06731
C2 -1.87779 2.50901 0.73147
C3 -1.59507 0.96963 0.48039
C4 -0.10287 0.78494 0.06649
N1 0.33770 -0.71020 -0.23293
C5 -0.21846 -1.14002 -1.61132
C6 0.66253 -2.18610 -2.23829
C7 1.99658 -2.08962 -1.45722
C8 1.84491 -0.87692 -0.57970
C9 -0.11867 -1.69361 0.90459
H1 -0.15842 3.05836 1.98314
H2 -1.46412 2.18170 2.81826
H3 -1.73658 3.89144 2.24810
H4 -1.65602 3.10677 -0.15261
H5 -2.94972 2.67149 0.84406
H6 -2.12289 0.56387 -0.38267
H7 -1.85474 0.47877 1.41832
H8 0.55536 1.14762 0.85598
H9 0.26876 1.29269 -0.82355
H10 -1.27834 -1.33175 -1.44401
H11 -0.32534 -0.23687 -2.21215
H12 0.21325 -3.17596 -2.15820
H13 0.68457 -1.83848 -3.27115
H14 2.21277 -2.87280 -0.73060
H15 2.88088 -2.03216 -2.09190
H16 2.29158 -0.87715 0.41458
H17 2.23289 -0.04121 -1.16207
H18 0.20706 -1.24364 1.84242
H19 0.24216 -2.69647 0.67618
H20 -1.19632 -1.63620 0.75133

Output
**Highest occupied orbital energy (alpha / beta)**: -0.5333 / -0.5183 hartree
**Frontier orbital gap (alpha / beta)**: 12.10 / 7.33 eV
**Multiplicity**: 2
**Charge**: +1
**<S²>**: 0.75
**Energy relative to the best compared isomer or geometry (same formula, charge and spin)**: 0.0 kJ/mol

---

Record 2
ORCA calculation (ωB97M-V with the def2-TZVPD basis set) on a cluster of 2 separate species, C9H20ClN in total in a non-equilibrium geometry.

Geometry (Å):
C1 3.20668 0.23165 0.21391
C2 2.46181 -1.09916 0.21893
C3 1.43969 -1.23884 -0.90591
C4 0.46700 -0.09205 -1.10581
N1 -0.66408 0.00034 -0.12365
C5 -0.30967 0.65088 1.20088
C6 -1.47933 1.59446 1.55524
C7 -2.56428 1.30210 0.51037
C8 -1.74770 0.88357 -0.69236
C9 -1.26398 -1.33769 0.20208
H1 3.71174 0.41088 -0.74069
H2 3.92818 0.30717 1.02651
H3 2.56543 1.11057 0.31497
H4 2.03521 -1.20241 1.22352
H5 3.19495 -1.90144 0.12554
H6 0.87364 -2.16347 -0.83578
H7 2.00992 -1.31422 -1.83469
H8 -0.12757 -0.32546 -1.99072
H9 0.88767 0.89690 -1.26603
H10 -0.11568 -0.08139 1.97730
H11 0.58300 1.24289 1.03353
H12 -1.85158 1.48832 2.56864
H13 -1.11510 2.59789 1.33634
H14 -3.26969 0.52526 0.80706
H15 -3.19389 2.16393 0.29464
H16 -2.24793 0.26549 -1.44552
H17 -1.31460 1.76178 -1.17023
H18 -2.09968 -1.19300 0.87408
H19 -0.49953 -1.91063 0.71996
H20 -1.50448 -1.82777 -0.74881
Cl1 -1.99615 -1.74655 -3.34332

Output
**Highest occupied orbital energy**: -0.2689 hartree
**Frontier orbital gap**: 7.50 eV
**Multiplicity**: 1
**Energy relative to the best compared isomer or geometry (same formula, charge and spin)**: 17.0 kJ/mol

---

Record 3
ORCA calculation (ωB97M-V with the def2-TZVPD basis set) on a structure of composition C9H20ClSiSnV in a non-equilibrium geometry.

Geometry (Å):
V1 -3.29826 1.76334 -1.91420
Cl1 -5.32352 1.40320 -1.21368
C1 -3.21579 0.95192 -3.67497
C2 -3.06121 3.65989 -2.24947
H1 -3.27786 1.71566 -4.46001
H2 -2.29683 0.36880 -3.81681
H3 -4.07524 0.27421 -3.78133
H4 -3.03693 3.85825 -3.33130
H5 -2.15024 4.06492 -1.78988
H6 -3.92663 4.18356 -1.82206
Sn1 -0.78023 1.66705 0.87565
C3 0.76691 3.17681 0.71129
C4 -1.44634 1.04395 -1.12411
H7 0.79450 3.60147 -0.29612
H8 0.56080 3.95535 1.45878
H9 1.70169 2.65641 0.94549
H10 -0.62614 1.37041 -1.78752
H11 -1.45011 -0.06301 -1.11807
C5 3.92206 -2.08824 1.40825
Si1 2.15082 -2.48335 1.85947
C6 1.57963 -3.89051 0.76266
C7 1.98217 -2.86131 3.68564
C8 1.09913 -1.00575 1.54954
C9 0.34407 -0.03329 1.41860
H12 4.63600 -2.52521 2.11593
H13 4.06080 -1.00103 1.40249
H14 4.15865 -2.46667 0.40645
H15 2.00572 -4.84786 1.08386
H16 0.48564 -3.97891 0.76287
H17 1.89922 -3.70090 -0.27037
H18 1.77579 -1.92209 4.22032
H19 1.14514 -3.54613 3.87734
H20 2.89660 -3.30097 4.10528

Output
**Highest occupied orbital energy (alpha / beta)**: -0.2901 / -0.3392 hartree
**Frontier orbital gap (alpha / beta)**: 7.29 / 7.75 eV
**Multiplicity**: 3
**<S²>**: 2.02
**Energy relative to the best compared isomer or geometry (same formula, charge and spin)**: 0.0 kJ/mol

---

Record 4
ORCA calculation (ωB97M-V with the def2-TZVPD basis set) on an isolated molecule of C9H20N2O4Si in a non-equilibrium geometry.

Geometry (Å):
O1 -1.11412 3.33221 2.17198
O2 -1.38080 -3.16859 -0.85914
O3 -0.90869 2.38404 -0.01007
O4 -0.96876 -2.87846 1.42588
C1 -0.85486 3.44436 0.98061
C2 -0.74667 -3.46831 0.19894
N1 -0.52976 4.60583 0.33376
N2 0.15266 -4.54636 0.24187
C3 1.22441 0.49383 -3.17296
C4 2.30966 0.27565 -2.09245
C5 1.78515 0.11058 -0.64423
C6 0.01788 0.26436 2.62144
C7 -1.63563 1.31000 0.45246
C8 -1.76393 -1.74506 1.31666
C9 0.54779 -0.74920 -0.45396
Si1 -0.69353 -0.25123 0.93532
H1 -0.37660 4.71447 -0.66347
H2 -0.69543 5.46343 0.80287
H3 0.70688 -4.80145 1.02426
H4 0.34325 -5.13916 -0.50116
H5 0.58940 1.40642 -2.99789
H6 0.57003 -0.38512 -3.14546
H7 1.78649 0.28062 -4.13787
H8 3.09209 1.09874 -2.09316
H9 2.90043 -0.66964 -2.24447
H10 1.62454 1.12587 -0.27801
H11 2.64111 -0.23316 -0.04338
H12 0.11854 1.32855 2.77026
H13 0.85916 -0.26026 2.91688
H14 -0.78827 0.05489 3.33529
H15 -2.41516 1.51390 1.13051
H16 -2.21360 0.98021 -0.41454
H17 -2.53048 -1.84388 0.54767
H18 -2.24132 -1.56988 2.30189
H19 -0.06184 -0.66419 -1.30582
H20 0.64997 -1.81404 -0.45051

Output
**Highest occupied orbital energy**: -0.3462 hartree
**Frontier orbital gap**: 10.15 eV
**Multiplicity**: 1
**Structure (SMILES)**: CCCC[Si](C)(COC(N)=O)COC(N)=O
**Energy relative to the best compared isomer or geometry (same formula, charge and spin)**: 119.5 kJ/mol

---

Record 5
ORCA calculation (ωB97M-V with the def2-TZVPD basis set) on a structure of composition C9H20N2OS in a non-equilibrium geometry.

Geometry (Å):
C1 2.37844 -0.32671 -1.20763
C2 2.27891 0.44342 1.21735
C3 3.85303 -0.47717 -1.03930
C4 3.81691 0.34376 1.23047
C5 -2.58140 0.84769 -0.61545
C6 -3.12654 -1.03962 0.82169
C7 -4.04820 1.03728 -0.87115
C8 -4.57303 -0.72039 0.48685
C9 1.68330 -0.36446 0.12901
N1 4.30755 0.66602 -0.11343
N2 -2.21341 -0.56373 -0.30377
O1 -4.80124 0.61105 0.23890
S1 0.06733 -1.04536 0.14864
H1 2.14166 0.57134 -1.61053
H2 1.98216 -1.04400 -1.85882
H3 1.92553 0.05368 2.10355
H4 2.03984 1.42231 1.16515
H5 4.05985 -1.36197 -0.53780
H6 4.38229 -0.43534 -2.02309
H7 4.21651 1.04453 2.03444
H8 4.18712 -0.65013 1.46933
H9 -2.19468 1.12128 -1.60711
H10 -2.28945 1.53881 0.12533
H11 -2.77914 -0.48921 1.69014
H12 -3.13948 -2.02264 1.05665
H13 -4.23116 2.04205 -0.95933
H14 -4.25527 0.54366 -1.75650
H15 -4.87499 -1.43979 -0.41822
H16 -5.07204 -0.97748 1.34784
H17 5.37021 0.79284 -0.31473
H18 3.93759 1.64285 -0.45071
H19 -2.48159 -1.22113 -1.02733
H20 0.03341 -0.54345 1.44957

Output
**Highest occupied orbital energy (alpha / beta)**: -0.5432 / -0.5431 hartree
**Frontier orbital gap (alpha / beta)**: 6.19 / 6.19 eV
**Multiplicity**: 1
**Charge**: +2
**Energy relative to the best compared isomer or geometry (same formula, charge and spin)**: 15.7 kJ/mol

---

Record 6
ORCA calculation (ωB97M-V with the def2-TZVPD basis set) on the ion C9H20N3Si with charge +1 in a non-equilibrium geometry.

Geometry (Å):
C1 0.00113 0.56456 0.55358
C2 -1.12774 -0.23378 0.49578
C3 -4.70805 1.02599 -0.18782
C4 -1.55431 -2.54633 -0.34069
C5 2.84781 1.18544 -1.79238
C6 3.95953 -1.29259 0.21627
C7 3.23406 1.46143 1.42656
C8 -2.54363 0.07605 0.66862
C9 -3.23473 0.67026 -0.60453
N1 0.64944 -1.45252 -0.13846
N2 -0.65734 -1.44647 0.08388
N3 1.05898 -0.21197 0.11955
Si1 2.95391 0.31408 -0.08923
H1 0.23217 1.62006 0.79034
H2 -4.99053 0.36225 0.50681
H3 -4.66291 1.99732 0.27438
H4 -5.26006 0.91033 -1.14509
H5 -2.40825 -2.26020 -0.78090
H6 -0.95989 -3.33372 -0.89388
H7 -1.74489 -2.97393 0.66355
H8 2.40231 2.26311 -1.54741
H9 3.76251 1.26387 -2.16194
H10 2.21869 0.62472 -2.43011
H11 3.34828 -2.08333 0.82176
H12 4.27386 -1.73634 -0.62475
H13 4.80411 -1.11372 0.76466
H14 3.36004 0.84984 2.39009
H15 4.16256 1.88674 1.32577
H16 2.44568 2.12101 1.66454
H17 -2.97304 -0.79561 1.01935
H18 -2.77932 0.68647 1.52698
H19 -2.90718 1.60085 -1.07472
H20 -3.20318 -0.00384 -1.50053

Output
**Highest occupied orbital energy**: -0.5045 hartree
**Frontier orbital gap**: 10.87 eV
**Multiplicity**: 1
**Charge**: +1
**Structure (SMILES)**: CCCc1c[n+]([Si](C)(C)C)nn1C
**Energy relative to the best compared isomer or geometry (same formula, charge and spin)**: 189.0 kJ/mol

---

Record 7
ORCA calculation (ωB97M-V with the def2-TZVPD basis set) on the ion C9H20N5O with charge +1 in a non-equilibrium geometry.

Geometry (Å):
C1 3.88368 0.49953 -0.26230
C2 3.63868 -0.96332 0.15212
C3 2.76360 1.44463 0.33448
C4 2.25218 -1.32135 -0.26989
C5 1.36024 1.00918 -0.01579
C6 1.14111 -0.44815 0.43394
C7 -2.99368 -1.59964 -0.69196
C8 -0.22641 -0.79652 -0.06076
C9 -2.69359 -0.06806 -0.76065
N1 -1.16079 0.91786 1.05111
N2 -0.42992 -1.92074 0.87342
N3 -4.56332 0.20084 0.75322
N4 -3.60288 0.73350 -0.10252
N5 -1.20942 0.12094 0.14112
O1 -0.06171 -3.00707 0.48538
H1 4.76932 0.86534 0.11962
H2 3.92863 0.51424 -1.38123
H3 4.34436 -1.43432 -0.55324
H4 3.88766 -1.29917 1.20923
H5 2.86164 1.23674 1.43905
H6 3.04463 2.53425 0.07368
H7 2.01498 -1.06619 -1.25208
H8 1.90682 -2.34697 -0.17576
H9 0.64532 1.62170 0.51681
H10 1.09117 1.04426 -1.01332
H11 1.22814 -0.54765 1.47804
H12 -3.01964 -1.88420 0.36230
H13 -2.21206 -2.15367 -1.31626
H14 -3.91467 -1.83641 -1.35706
H15 -0.11563 -1.09151 -1.06687
H16 -2.28660 0.41671 -1.63003
H17 -2.07790 1.43782 1.03717
H18 -5.18111 -0.39485 0.31239
H19 -5.08821 0.95027 1.29268
H20 -3.72955 1.66152 -0.38534

Output
**Highest occupied orbital energy**: -0.4743 hartree
**Frontier orbital gap**: 8.17 eV
**Multiplicity**: 1
**Charge**: +1
**Structure (SMILES)**: [H]/N=[N+](/[C@H](N=O)C1CCCCC1)[C@@H](C)NN
**Energy relative to the best compared isomer or geometry (same formula, charge and spin)**: 597.4 kJ/mol